(1)
Computed, not measured: a 40-piece molecular cluster, H80O40 overall in a non-equilibrium geometry, with ωB97M-V/def2-TZVPD.

Element x y z (Å)
H: -0.7295 1.2351 -3.5218
H: -1.3565 -1.2516 -0.1085
H: -3.3266 -3.3077 -0.7157
H: 3.8199 4.3878 -1.0290
H: 1.7161 0.5828 3.0216
O: -4.2956 0.7037 -3.6770
H: 3.7572 2.5219 1.0521
H: 0.3298 -4.9696 1.2717
H: 6.3375 -0.3891 -0.7874
H: -0.3976 1.0724 2.1625
H: -6.4270 0.8761 1.2243
O: -0.8978 -2.0825 0.1249
O: 1.5422 0.2724 2.1261
H: 5.2159 -1.1570 -1.3456
O: -3.8371 -3.8279 -1.3685
H: 0.7664 -4.0849 -3.3644
H: 3.0818 0.1141 -0.8854
H: 0.2969 3.0443 2.3150
H: 1.1680 4.3255 -1.3167
H: -4.5485 3.4107 -0.5750
O: 0.4186 5.1803 -4.3325
O: -3.7541 1.8574 1.8198
O: 4.0567 -4.3261 0.6247
H: -1.8593 3.4025 -3.3322
O: -6.4273 0.7127 2.1709
H: 1.4326 -3.5040 3.0243
H: 2.0913 -2.8449 1.9514
H: 5.0590 -2.3192 3.4587
O: 3.1931 4.2395 -1.7489
H: 2.1712 1.2853 -3.9041
O: 3.6291 -0.3458 -4.5340
H: 2.4931 3.1128 1.3739
H: 3.9713 -4.7867 1.4611
O: 0.6700 -5.6906 -1.6133
O: -2.7278 -0.8448 -1.9912
H: -1.8031 -0.5275 4.8743
H: -3.9833 2.6378 1.2717
O: 2.3448 -3.2574 2.7916
H: -0.3079 -5.4090 2.6393
O: -1.3597 -1.2023 5.4051
H: -5.6384 1.2160 2.4266
O: 0.4942 4.0632 -1.9644
O: -5.0366 2.5906 -0.5004
O: 0.8006 -2.3937 -1.5846
O: 5.4245 -0.2550 -1.0875
H: -0.7824 2.6551 -0.5693
H: 2.4235 0.2615 1.7299
H: -3.1508 0.0166 -2.0774
O: 1.6028 -4.2056 -3.8095
H: 1.3596 -6.3385 -1.4838
H: 0.2186 0.9395 0.0374
H: 0.2197 0.1380 4.2758
H: -4.8643 -0.8546 4.0710
H: -0.3584 -1.2228 2.4350
O: 2.7409 -1.2794 4.3563
H: 3.6482 -3.4664 0.6769
H: -0.7205 1.3353 4.5020
H: -3.6067 -1.6847 0.8355
H: -1.1697 -0.8201 6.2666
H: -1.6980 -4.1360 1.6014
O: -0.4995 3.5658 2.2921
O: -1.5463 2.9533 -1.1064
H: -3.1030 -4.3052 1.9766
H: 0.7653 -4.8697 -1.1386
H: 1.9756 -0.9234 3.9098
H: 0.7749 1.7969 1.0502
H: 1.2462 1.2848 -2.6599
H: 2.0352 -1.0618 -1.1314
H: 0.5528 -1.7563 -2.2687
H: -0.3164 1.9241 -5.0977
H: 0.7215 1.8360 -6.1317
H: -1.2507 3.7514 -1.5879
O: 5.0177 -3.2906 3.4453
H: 1.0046 3.5428 -2.6033
O: -4.6010 0.0675 4.1514
H: -0.1011 -2.6066 -1.1104
H: 4.7696 -0.2564 1.4312
O: -2.2423 2.3529 4.1450
O: -2.7219 2.9913 -3.4812
O: 2.8963 2.9518 -5.3628
H: 4.0733 -1.0452 -5.0235
H: 3.6693 3.5558 -2.2398
H: -2.9329 2.4327 3.4570
H: -1.1376 -2.1749 1.0807
H: -4.3373 0.1451 -4.4549
O: -0.0874 -4.6582 2.0833
O: 1.5388 1.8327 -3.4390
H: -4.8633 0.3188 5.0420
H: -3.4437 1.1337 1.2254
H: 2.5904 -2.2458 4.3281
H: -1.2525 3.1675 1.8529
O: -0.1182 1.4206 -5.8883
H: 4.0812 -3.3582 3.2120
O: 0.6416 1.8087 0.0831
H: 2.3083 -3.8713 -3.2649
H: -3.2651 -3.7740 -2.1428
O: -1.0192 -1.8975 2.5709
O: 4.9627 -0.4697 2.3497
H: -3.2679 -0.8540 -0.4201
H: -1.5158 -2.0677 3.3631
H: 0.0008 5.5067 -3.5371
O: 0.0885 1.0658 4.0510
H: -1.9495 1.0536 2.5897
O: 2.9746 -0.7952 -1.1760
H: 0.0246 4.3826 -4.6692
H: -3.6991 1.4361 -3.8912
O: -1.2962 0.9269 1.9010
H: -2.8710 2.8839 -2.5076
H: -0.7785 1.7028 -2.0841
O: 3.1197 2.4992 1.7812
H: 2.9478 3.3145 -4.4858
O: -0.4787 0.9562 -2.6417
H: 3.8993 -0.6712 -3.6620
H: -1.5295 3.0245 4.0361
H: 4.9533 0.1552 3.0706
H: -4.7929 2.0920 -1.2871
H: 3.0771 2.0128 -5.4132
O: -2.5831 -4.0586 1.1996
H: -3.3623 -1.3766 -2.4912
O: -3.1772 -0.8643 0.5687

Atoms 1-3, force components in eV/Å:
H 0.012 -0.407 -0.190
H 0.147 -0.686 0.074
H -0.226 -0.684 -0.072

Results
Total charge: 0
DFT total energy in eV: -83197.44108
Orbital gap in eV: 9.635
Energy above the lowest of the compared OMol25 structures with the same formula, charge and spin in eV: 8.374


(2)
Computed, not measured: C32H35F6N7NaO3P2Sb as an isolated structure, with ωB97M-V/def2-TZVPD.

Element x y z (Å)
P: -0.5537 1.7417 -0.2481
H: -5.1863 -2.0606 -2.3393
H: -1.0909 -2.3201 2.2721
N: -0.5525 1.2624 5.1286
C: -0.0222 0.0885 5.5369
H: 2.0961 0.9446 -0.6237
C: 2.0857 -3.0291 -4.7639
C: -4.9537 0.6880 0.3650
H: 2.6719 -3.5505 -5.5089
H: -3.5776 0.8281 -5.0580
C: 3.3422 -2.1970 0.0680
H: 3.5906 -1.2936 -0.4781
C: -3.1399 -1.5061 -2.0173
O: -0.1668 -2.2459 2.0200
C: 0.5781 -1.6823 -2.8472
N: 2.0739 -2.3118 0.4756
H: -1.4132 0.7149 -3.9075
C: 2.6434 -4.4080 1.4678
C: -2.6298 0.4439 0.9132
C: -3.4553 0.1740 -4.2045
C: 3.9519 -4.2796 1.0353
H: 1.8431 -1.2670 -5.9677
H: -5.4696 -0.5672 -4.2836
C: 4.3128 -3.1499 0.3178
C: -0.3636 4.9131 -2.8188
H: -0.3064 -3.8645 0.7275
C: 1.0517 -2.9663 -2.5984
H: 2.0066 0.2098 -2.2394
H: 0.5108 -0.0783 -4.2911
F: 3.8890 2.4185 0.6161
C: -4.3602 -1.4497 -2.6794
C: 0.4848 5.6150 -0.6742
H: 0.2047 -4.2611 2.3825
N: 1.0219 -1.8918 4.9646
C: -4.5190 -0.6105 -3.7686
H: 2.3309 -5.2613 2.0546
C: 1.7331 -3.4056 1.1630
F: 2.5323 1.8704 4.0916
H: 0.9203 6.3767 -0.0422
H: -0.5570 0.4539 7.4684
N: 0.5452 -0.6766 4.6099
H: 2.1589 -4.6404 -3.3533
C: 1.5693 0.9462 -1.5779
H: -3.0685 2.7120 -1.5834
C: 0.8625 -1.0787 -4.0762
O: 0.6167 -2.5219 5.9331
C: 0.2888 -3.5220 1.5827
H: -0.9976 2.8705 -2.9649
H: 0.5397 4.1070 0.8535
C: -0.5937 3.6429 -2.3204
Sb: 3.3153 2.2296 2.3976
C: 0.1703 5.8979 -1.9945
C: -3.9558 0.1013 1.1299
H: 1.6749 1.9366 -2.0219
F: 1.6867 1.4592 1.6813
H: -0.5733 2.0039 5.8157
C: 1.7990 -3.6404 -3.5559
C: -2.2362 0.1069 -3.5544
O: 1.8717 -2.3398 4.1970
H: 0.3535 6.8874 -2.3914
H: 0.3188 2.1395 3.5621
H: -4.2169 -0.6088 1.9041
H: -3.0183 -2.1509 -1.1552
H: 5.3255 -2.9987 -0.0272
F: 3.9560 0.4255 2.4112
P: -0.4954 -0.9682 -1.5559
N: 0.1275 0.6606 -1.3723
C: -2.3076 1.3663 -0.0843
H: -5.9894 0.4253 0.5371
C: 0.2587 4.3441 -0.1663
H: 0.1892 -1.0913 7.1593
C: -0.2974 3.3620 -0.9852
F: 2.4534 3.9041 2.3744
C: -2.0690 -0.7367 -2.4545
C: -4.6356 1.6241 -0.6118
C: -3.3149 1.9710 -0.8358
Na: 1.8856 -0.7195 2.4046
H: -1.8374 0.0153 1.5177
N: -0.0733 -0.1689 6.8461
F: 4.9028 2.8771 3.1237
H: 4.6826 -5.0420 1.2698
N: -0.5211 1.6105 3.7750
H: 0.8355 -3.4366 -1.6482
H: -1.3496 2.1517 3.5676
H: -5.4201 2.0863 -1.1959
H: -0.5936 5.1360 -3.8522
C: 1.6186 -1.7447 -5.0233

Atoms 1-3, force components in eV/Å:
P -0.126 -0.234 -0.508
H -0.001 0.003 0.003
H -0.012 0.017 0.053

Results
Total charge: +1
DFT total energy in eV: -96159.01993
Multiplicity: 2
Expectation value of S²: 0.757
Orbital gap (alpha / beta) in eV: 8.687 / 6.231